No. 1
{"formula": "C19H35N3O6S", "method": "the ωB97M-V functional and the def2-TZVPD basis", "symbols": ["H", "N", "C", "C", "C", "C", "O", "S", "O", "O", "O", "C", "C", "C", "O", "C", "N", "O", "C", "C", "C", "C", "C", "C", "C", "H", "H", "H", "H", "H", "H", "H", "H", "H", "H", "H", "H", "H", "H", "H", "H", "H", "H", "H", "H", "H", "H", "H", "H", "H", "H", "H", "H", "H", "C", "C", "C", "N", "C", "H", "H", "H", "H", "H"], "positions_angstrom": [[-2.461, -2.777, 1.686], [-1.828, -3.517, 1.372], [-0.877, -3.025, 0.722], [-0.758, -1.507, 0.499], [-1.436, -1.128, -0.818], [-0.814, -1.912, -1.963], [-2.804, -1.663, -0.710], [-3.841, -0.731, -1.461], [-4.630, -1.377, -2.429], [-4.643, 0.045, -0.572], [-2.753, 0.305, -2.063], [-1.650, 0.402, -1.158], [-1.896, 1.174, 0.121], [-2.568, 2.554, -0.004], [-1.832, 3.400, 0.916], [-2.552, 3.222, -1.404], [-3.877, 3.215, -2.047], [-0.592, 0.769, -1.994], [0.582, 1.203, -1.322], [1.837, 1.109, -2.206], [1.517, 0.675, -3.659], [2.889, 0.162, -1.621], [3.686, 0.749, -0.466], [4.801, -0.210, 0.002], [4.355, 2.109, -0.833], [-0.117, -3.708, 0.351], [-1.201, -1.052, 1.382], [0.312, -1.306, 0.481], [-1.105, -1.508, -2.930], [-1.142, -2.948, -1.953], [0.276, -1.908, -1.938], [-1.006, 1.291, 0.730], [-2.561, 0.556, 0.723], [-3.579, 2.500, 0.398], [-2.343, 4.220, 0.966], [-2.331, 4.276, -1.228], [-1.772, 2.854, -2.066], [-4.212, 2.268, -2.182], [-4.513, 3.612, -1.361], [0.774, 0.633, -0.411], [0.487, 2.245, -0.999], [2.257, 2.108, -2.305], [0.870, 1.438, -4.084], [1.032, -0.297, -3.635], [2.441, 0.655, -4.226], [3.565, -0.220, -2.387], [2.365, -0.723, -1.234], [3.059, 0.935, 0.410], [5.265, -0.683, -0.865], [5.572, 0.327, 0.548], [4.425, -0.958, 0.701], [3.698, 2.920, -0.523], [5.319, 2.223, -0.351], [4.493, 2.136, -1.915], [0.711, -1.699, 5.826], [0.533, -3.077, 6.121], [-0.118, -3.643, 5.056], [-0.343, -2.662, 4.132], [0.162, -1.475, 4.591], [1.187, -0.960, 6.447], [0.848, -3.594, 7.012], [-0.440, -4.655, 4.877], [-0.809, -2.793, 3.251], [0.087, -0.575, 4.002]], "nbo_charge": [0.330, -0.591, 0.142, -0.529, 0.275, -0.669, -0.723, 2.557, -0.872, -0.942, -0.708, 0.619, -0.536, 0.096, -0.732, -0.262, -0.813, -0.558, -0.073, -0.230, -0.592, -0.382, -0.219, -0.600, -0.613, 0.185, 0.229, 0.240, 0.246, 0.239, 0.222, 0.259, 0.245, 0.181, 0.467, 0.193, 0.208, 0.360, 0.341, 0.166, 0.189, 0.206, 0.217, 0.205, 0.208, 0.209, 0.189, 0.189, 0.202, 0.208, 0.208, 0.209, 0.212, 0.201, -0.293, -0.310, -0.071, -0.515, -0.091, 0.219, 0.221, 0.215, 0.415, 0.202], "e_homo_ev": -8.37, "charge": 0, "smiles": "[H]/N=C\\C[C@@]1(C)OS(=O)(=O)O[C@]1(C[C@@H](O)CN)OC[C@H](C)CC(C)C.c1cc[nH]c1", "orbital_gap_ev": 8.7, "fmax_ha_per_bohr": 0.0453}



No. 2
{"formula": "C39H38BN6P2PdS2Se", "method": "the ωB97M-V functional and the def2-TZVPD basis", "symbols": ["Pd", "C", "N", "C", "C", "N", "B", "N", "C", "C", "N", "C", "C", "S", "C", "S", "H", "H", "H", "H", "H", "H", "H", "H", "H", "H", "H", "H", "C", "P", "C", "C", "C", "C", "C", "C", "C", "C", "C", "C", "C", "C", "P", "C", "C", "C", "C", "C", "C", "C", "C", "C", "C", "C", "C", "H", "H", "H", "H", "H", "H", "H", "H", "H", "H", "H", "H", "H", "H", "H", "H", "H", "H", "H", "H", "H", "H", "Se", "N", "C", "C", "C", "C", "C", "C", "N", "H", "H", "H", "H"], "positions_angstrom": [[0.020, -0.491, -1.572], [3.722, -1.293, -0.193], [3.296, -1.908, -1.419], [3.244, -3.267, -1.670], [2.800, -3.399, -2.936], [2.593, -2.150, -3.473], [2.095, -1.945, -4.922], [0.794, -1.095, -4.975], [0.633, -0.036, -5.842], [-0.638, 0.409, -5.761], [-1.261, -0.368, -4.799], [-2.634, -0.292, -4.363], [-0.365, -1.273, -4.321], [-0.708, -2.370, -3.043], [2.886, -1.226, -2.529], [2.732, 0.468, -2.641], [3.081, -1.616, 0.626], [3.627, -0.217, -0.329], [4.761, -1.548, 0.035], [3.494, -3.996, -0.919], [2.586, -4.283, -3.510], [1.871, -3.047, -5.359], [2.914, -1.359, -5.582], [1.458, 0.310, -6.437], [-1.148, 1.220, -6.250], [-3.070, 0.638, -4.722], [-2.661, -0.315, -3.274], [-3.209, -1.138, -4.743], [-0.004, -1.515, 2.499], [-0.160, -0.478, 0.952], [-1.871, -1.017, 0.510], [-2.878, -0.091, 0.243], [-4.105, -0.518, -0.251], [-4.342, -1.864, -0.475], [-3.338, -2.790, -0.222], [-2.109, -2.370, 0.257], [-0.439, 1.166, 1.696], [-1.416, 1.428, 2.657], [-1.571, 2.706, 3.168], [-0.745, 3.735, 2.731], [0.239, 3.482, 1.792], [0.394, 2.200, 1.276], [1.728, -1.587, 3.142], [1.451, -2.297, 4.811], [2.425, -2.091, 5.789], [2.306, -2.664, 7.044], [1.212, -3.466, 7.344], [0.245, -3.688, 6.377], [0.363, -3.109, 5.120], [2.044, 0.159, 3.610], [3.131, 0.808, 3.030], [3.415, 2.131, 3.346], [2.611, 2.813, 4.242], [1.520, 2.176, 4.822], [1.240, 0.857, 4.510], [-0.269, -2.531, 2.201], [-0.730, -1.193, 3.251], [-2.700, 0.965, 0.365], [-4.867, 0.218, -0.479], [-5.295, -2.193, -0.871], [-3.498, -3.839, -0.438], [-1.311, -3.095, 0.365], [-2.073, 0.632, 2.985], [-2.342, 2.904, 3.903], [-0.872, 4.735, 3.129], [0.889, 4.280, 1.455], [1.159, 1.992, 0.537], [3.281, -1.464, 5.565], [3.070, -2.483, 7.791], [1.118, -3.914, 8.325], [-0.612, -4.312, 6.598], [-0.408, -3.294, 4.382], [3.759, 0.274, 2.329], [4.260, 2.624, 2.883], [2.824, 3.848, 4.484], [0.882, 2.714, 5.513], [0.392, 0.361, 4.969], [-0.466, 1.947, -1.948], [-2.189, 2.326, -1.969], [-2.430, 2.936, -3.131], [-3.706, 3.375, -3.569], [-3.824, 3.962, -4.795], [-2.692, 4.147, -5.638], [-1.447, 3.747, -5.249], [-1.282, 3.127, -3.985], [-0.121, 2.667, -3.514], [-4.556, 3.222, -2.915], [-4.792, 4.299, -5.147], [-2.837, 4.613, -6.605], [-0.574, 3.872, -5.880]], "nbo_charge": [0.059, -0.425, -0.379, -0.114, -0.031, -0.517, 0.207, -0.505, -0.030, -0.109, -0.380, -0.407, 0.285, -0.412, 0.288, -0.396, 0.212, 0.252, 0.187, 0.209, 0.225, -0.065, -0.058, 0.225, 0.218, 0.204, 0.243, 0.202, -1.038, 0.845, -0.339, -0.227, -0.201, -0.227, -0.224, -0.149, -0.344, -0.227, -0.174, -0.227, -0.205, -0.200, 0.842, -0.329, -0.202, -0.211, -0.225, -0.227, -0.167, -0.357, -0.143, -0.239, -0.193, -0.215, -0.190, 0.253, 0.228, 0.232, 0.207, 0.203, 0.208, 0.203, 0.215, 0.199, 0.206, 0.213, 0.241, 0.216, 0.208, 0.207, 0.208, 0.207, 0.214, 0.213, 0.207, 0.211, 0.216, 1.114, -0.685, 0.046, -0.202, -0.235, -0.236, -0.231, 0.134, -0.663, 0.215, 0.204, 0.205, 0.222], "e_homo_ev": -3.68, "charge": -1, "orbital_gap_ev": 5.6, "fmax_ha_per_bohr": 0.0184}



No. 3
{"formula": "C10H16", "method": "the ωB97M-V functional and the def2-TZVPD basis", "symbols": ["C", "C", "C", "C", "C", "C", "C", "C", "H", "H", "H", "H", "H", "H", "H", "H", "H", "H", "C", "C", "H", "H", "H", "H", "H", "H"], "positions_angstrom": [[0.399, 1.557, 2.217], [-0.427, 1.752, 0.877], [0.394, 1.073, -0.258], [0.755, -0.313, -0.017], [1.543, -1.019, -0.958], [2.089, -0.270, -1.978], [1.706, 1.082, -2.258], [0.829, 1.728, -1.349], [0.806, 0.589, 2.226], [-0.337, 1.690, 3.070], [1.150, 2.377, 2.251], [-1.305, 1.205, 0.872], [-0.684, 2.730, 0.646], [0.565, -0.727, 0.939], [1.688, -2.093, -0.903], [2.866, -0.732, -2.524], [2.272, 1.606, -3.026], [0.722, 2.819, -1.344], [-1.564, -2.401, -0.317], [-2.171, -1.325, 0.591], [-0.971, -1.821, -1.112], [-0.855, -2.959, 0.384], [-2.245, -3.208, -0.721], [-1.988, -0.245, 0.272], [-1.907, -1.531, 1.673], [-3.331, -1.562, 0.745]], "nbo_charge": [-0.593, -0.407, -0.015, -0.209, -0.215, -0.221, -0.202, -0.225, 0.203, 0.206, 0.212, 0.202, 0.205, 0.206, 0.220, 0.206, 0.215, 0.212, -0.640, -0.632, 0.228, 0.200, 0.216, 0.213, 0.206, 0.208], "e_homo_ev": -8.77, "relative_energy_kcal_mol": 46.80, "charge": 0, "smiles": "CCc1ccccc1.CC", "orbital_gap_ev": 9.8, "fmax_ha_per_bohr": 0.0807}



No. 4
{"formula": "C5H7Br", "method": "the ωB97M-V functional and the def2-TZVPD basis", "symbols": ["C", "C", "C", "C", "C", "Br", "H", "H", "H", "H", "H", "H", "H"], "positions_angstrom": [[0.418, 2.482, 0.081], [-0.022, 1.380, -0.082], [-0.488, -0.210, -0.036], [0.103, -0.732, 1.231], [0.198, -0.805, -1.336], [-2.418, -0.279, -0.014], [0.619, 3.467, 0.305], [-0.505, -1.552, 1.619], [1.084, -1.091, 1.076], [0.125, 0.124, 1.969], [0.199, -1.934, -1.124], [-0.457, -0.453, -2.240], [1.144, -0.398, -1.447]], "nbo_charge": [-0.269, -0.024, -0.086, -0.650, -0.612, 0.053, 0.230, 0.227, 0.222, 0.240, 0.214, 0.231, 0.223], "e_homo_ev": -10.17, "relative_energy_kcal_mol": 38.32, "charge": 0, "smiles": "C#CC(C)(C)Br", "orbital_gap_ev": 11.0, "fmax_ha_per_bohr": 0.1015}



No. 5
{"formula": "C16H48IN6O3P3", "method": "the ωB97M-V functional and the def2-TZVPD basis", "symbols": ["C", "N", "C", "P", "O", "N", "C", "C", "N", "C", "C", "H", "H", "H", "H", "H", "H", "H", "H", "H", "H", "H", "H", "H", "H", "H", "H", "H", "H", "C", "N", "C", "P", "O", "N", "C", "C", "N", "C", "C", "H", "H", "H", "H", "H", "H", "H", "H", "H", "H", "H", "H", "H", "H", "H", "H", "H", "H", "O", "C", "C", "C", "C", "P", "I", "H", "H", "H", "H", "H", "H", "H", "H", "H", "H", "H", "H"], "positions_angstrom": [[2.802, -2.172, -3.404], [2.940, -0.751, -3.618], [2.309, -0.311, -4.852], [3.742, 0.405, -2.659], [2.527, 1.305, -2.382], [3.934, -0.079, -1.011], [3.053, -1.065, -0.407], [4.086, 1.053, -0.097], [5.279, -0.403, -3.007], [5.862, -0.175, -4.326], [6.234, -0.937, -2.050], [3.719, -2.629, -3.023], [2.575, -2.698, -4.336], [1.983, -2.387, -2.711], [2.889, -0.644, -5.722], [2.247, 0.778, -4.902], [1.288, -0.696, -4.942], [1.994, -0.821, -0.553], [3.238, -1.148, 0.667], [3.254, -2.061, -0.804], [3.126, 1.525, 0.136], [4.741, 1.814, -0.535], [4.553, 0.730, 0.839], [5.939, -1.122, -4.871], [6.856, 0.276, -4.264], [5.244, 0.499, -4.922], [5.807, -1.776, -1.498], [6.575, -0.178, -1.343], [7.123, -1.328, -2.555], [-2.372, -1.154, 5.627], [-3.058, -0.706, 4.439], [-4.187, 0.159, 4.742], [-2.738, -1.081, 2.809], [-2.495, 0.360, 2.323], [-1.117, -1.603, 2.514], [-0.033, -1.243, 3.410], [-0.696, -1.384, 1.131], [-3.153, -2.770, 3.137], [-4.572, -3.090, 3.264], [-2.326, -3.943, 2.911], [-2.087, -2.208, 5.573], [-3.005, -1.063, 6.515], [-1.477, -0.553, 5.813], [-5.012, -0.420, 5.175], [-4.570, 0.645, 3.843], [-3.910, 0.954, 5.443], [0.004, -0.164, 3.606], [0.932, -1.546, 2.997], [-0.114, -1.779, 4.356], [-0.418, -0.342, 0.952], [-1.504, -1.643, 0.439], [0.156, -2.023, 0.880], [-4.781, -3.479, 4.266], [-4.894, -3.829, 2.525], [-5.193, -2.204, 3.118], [-1.447, -3.933, 3.558], [-2.005, -4.025, 1.870], [-2.868, -4.863, 3.153], [-1.123, 1.601, -0.852], [-0.391, 2.553, -1.644], [-1.265, 3.783, -2.092], [-2.061, 4.369, -0.852], [-3.599, 4.555, -1.104], [-4.508, 2.986, -1.698], [-5.851, 1.040, -2.551], [-1.090, 1.841, 0.080], [0.482, 2.890, -1.025], [-0.032, 1.985, -2.535], [-0.560, 4.547, -2.500], [-1.994, 3.463, -2.884], [-1.640, 5.398, -0.681], [-1.843, 3.816, 0.097], [-3.746, 5.373, -1.853], [-4.083, 4.869, -0.138], [-5.387, 3.003, -0.565], [-4.932, 3.697, -2.855], [-3.358, 2.156, -1.587]], "lowdin_charge": [-0.124, -0.328, -0.140, 0.743, -0.315, -0.356, -0.129, -0.148, -0.305, -0.134, -0.119, 0.074, 0.081, 0.077, 0.075, 0.069, 0.083, 0.080, 0.080, 0.060, 0.074, 0.075, 0.079, 0.087, 0.081, 0.070, 0.076, 0.081, 0.082, -0.126, -0.331, -0.141, 0.743, -0.321, -0.357, -0.128, -0.145, -0.304, -0.132, -0.119, 0.074, 0.080, 0.077, 0.076, 0.068, 0.082, 0.087, 0.077, 0.059, 0.061, 0.083, 0.074, 0.087, 0.082, 0.071, 0.076, 0.081, 0.082, -0.121, -0.253, -0.187, -0.265, -0.421, 0.355, 0.120, 0.060, 0.120, 0.108, 0.110, 0.095, 0.102, 0.102, 0.070, 0.068, -0.035, -0.042, -0.033], "e_homo_ev": -7.99, "charge": 0, "smiles": "CN(C)P(=O)(N(C)C)N(C)C.CN(C)P(=O)(N(C)C)N(C)C.OCCCC[PH3]I", "orbital_gap_ev": 7.6, "fmax_ha_per_bohr": 0.1264}



No. 6
{"formula": "C4H12N2S", "method": "the ωB97M-V functional and the def2-TZVPD basis", "symbols": ["C", "N", "C", "C", "S", "C", "N", "H", "H", "H", "H", "H", "H", "H", "H", "H", "H", "H", "H"], "positions_angstrom": [[-1.647, -0.116, 0.760], [-0.694, -0.415, -0.319], [0.640, 0.004, 0.158], [1.791, -0.250, -0.766], [3.388, 0.382, 0.166], [-3.121, -0.353, 0.432], [-3.715, 0.264, -0.756], [-1.356, -0.751, 1.624], [-1.636, 0.942, 1.064], [-0.887, 0.087, -1.189], [0.856, -0.535, 1.091], [0.633, 1.073, 0.384], [1.859, -1.335, -1.019], [1.975, 0.346, -1.671], [2.950, -1.218, 1.189], [-3.437, -1.428, 0.517], [-3.688, 0.036, 1.311], [-3.209, -0.096, -1.606], [-3.617, 1.261, -0.755]], "nbo_charge": [-0.235, -0.629, -0.252, -0.458, -0.081, -0.229, -0.826, 0.199, 0.156, 0.350, 0.197, 0.175, 0.220, 0.216, 0.113, 0.193, 0.190, 0.349, 0.352], "e_homo_ev": -9.15, "relative_energy_kcal_mol": 70.90, "charge": 0, "orbital_gap_ev": 8.3, "fmax_ha_per_bohr": 0.1093}